Entry 1:
One molecule with the formula C3H6N3P in a non-equilibrium geometry, computed with the ωB97M-V functional and the def2-TZVPD basis.

Computed properties:
Highest occupied orbital energy (alpha / beta) = -5.605 / -8.654 eV
Charge = 0
Gap between HOMO and LUMO (alpha / beta) = 6.33 / 7.02 eV
2S+1 = 3
DFT total energy = -16960.9550 eV

XYZ file:
```
13
C3H6N3P, DFT the ωB97M-V functional and the def2-TZVPD basis
C 1.453 -1.285 -1.044
C -0.653 -1.819 -0.477
C 1.435 -0.062 -0.593
N 0.366 -2.055 -1.271
N -0.889 -0.706 0.178
N 1.555 1.075 -0.031
P -2.220 -0.166 0.897
H 2.260 -1.618 -1.639
H -1.554 -2.531 -0.683
H 1.699 1.218 0.902
H 1.161 1.901 -0.449
H -3.119 -0.138 -0.178
H -1.769 1.116 0.756
```



Entry 2:
An isolated ion of composition C3H6N3S and charge +1 in a non-equilibrium geometry, computed with the ωB97M-V functional and the def2-TZVPD basis.

Computed properties:
Highest occupied orbital energy (alpha / beta) = -12.850 / -12.853 eV
Charge = +1
Gap between HOMO and LUMO (alpha / beta) = 7.08 / 7.09 eV
DFT total energy = -18501.1986 eV

XYZ file:
```
13
C3H6N3S, DFT the ωB97M-V functional and the def2-TZVPD basis
C 1.212 -2.043 0.014
C 0.094 0.067 -0.074
C -1.006 1.010 0.147
N 2.299 -1.441 -0.231
N 2.662 -0.275 -0.470
N 0.043 -1.200 0.157
S 3.331 0.880 0.319
H 1.063 -3.149 0.088
H -1.926 0.744 -0.225
H -0.578 1.894 -0.304
H -0.911 1.196 1.154
H -0.748 -1.727 0.566
H 3.774 1.562 -0.634
```



Entry 3:
One molecule with the formula C3H6N4 in a non-equilibrium geometry, computed with the ωB97M-V functional and the def2-TZVPD basis.

Computed properties:
Highest occupied orbital energy = -7.987 eV
Charge = 0
Gap between HOMO and LUMO = 8.89 eV
DFT total energy = -9167.2629 eV
Structure (SMILES) = [H]/N=C1\CNN=CN1

XYZ file:
```
13
C3H6N4, DFT the ωB97M-V functional and the def2-TZVPD basis
H -2.657 -0.646 -0.087
N -2.201 0.235 -0.321
C -0.949 0.193 -0.049
C -0.175 -1.060 0.311
N 1.157 -1.023 -0.234
N 1.859 0.101 -0.166
C 1.244 1.209 0.021
N -0.154 1.349 0.020
H -0.608 -1.969 -0.003
H -0.128 -1.146 1.408
H 1.335 -1.572 -1.031
H 1.820 2.065 0.074
H -0.542 2.265 0.056
```



Entry 4:
C3H6N4 as an isolated structure in a non-equilibrium geometry, computed with the ωB97M-V functional and the def2-TZVPD basis.

Computed properties:
Highest occupied orbital energy (alpha / beta) = -8.313 / -8.042 eV
Charge = 0
Gap between HOMO and LUMO (alpha / beta) = 8.47 / 8.17 eV
DFT total energy = -9164.1800 eV

XYZ file:
```
13
C3H6N4, DFT the ωB97M-V functional and the def2-TZVPD basis
C 1.260 0.977 0.362
N -0.998 1.151 -0.804
C -0.566 -0.945 0.142
C -0.132 0.504 0.063
N -0.302 -2.085 -0.488
N -1.302 0.630 1.082
N -1.568 -0.687 1.001
H -0.668 2.095 -1.019
H -0.974 -2.837 -0.441
H 0.420 -2.120 -1.188
H 1.889 0.886 -0.527
H 1.230 2.030 0.646
H 1.710 0.399 1.171
```



Entry 5:
One molecule with the formula C3H6N4 in a non-equilibrium geometry, computed with the ωB97M-V functional and the def2-TZVPD basis.

Computed properties:
Highest occupied orbital energy = -8.496 eV
Charge = 0
Gap between HOMO and LUMO = 9.21 eV
DFT total energy = -9163.3794 eV
Structure (SMILES) = [H]/N=N/C(C=C)/N=N/[H]

XYZ file:
```
13
C3H6N4, DFT the ωB97M-V functional and the def2-TZVPD basis
H -2.298 2.312 -1.007
N -1.843 1.356 -0.770
N -0.648 1.278 -0.941
C 0.175 0.153 -0.666
C 0.116 0.147 1.121
C 1.143 -0.029 1.888
N -0.373 -1.158 -0.898
N 0.344 -1.708 -1.725
H -0.040 -2.641 -1.932
H 1.095 0.303 -1.113
H -0.880 0.118 1.317
H 1.044 -0.022 3.023
H 2.166 -0.108 1.701
```



Entry 6:
A 2-piece molecular cluster, C3H6N4 overall in a non-equilibrium geometry, computed with the ωB97M-V functional and the def2-TZVPD basis.

Computed properties:
Highest occupied orbital energy = -8.443 eV
Charge = 0
Gap between HOMO and LUMO = 9.11 eV
DFT total energy = -9164.7156 eV
Structure (SMILES) = C=C/N=N/N.C#N

XYZ file:
```
13
C3H6N4, DFT the ωB97M-V functional and the def2-TZVPD basis
C -1.531 -0.913 1.032
C -0.846 -1.215 -0.099
N 0.493 -1.017 -0.340
N 1.241 -0.490 0.532
N 2.576 -0.409 0.417
H -1.051 -0.284 1.786
H -2.648 -1.048 1.003
H -1.352 -1.657 -1.012
H 3.005 0.061 1.224
H 3.009 -0.553 -0.516
C -0.329 2.111 -0.779
N 0.734 1.754 -0.645
H -1.268 2.436 -1.033
```



Entry 7:
One molecule with the formula C3H6N4 in a non-equilibrium geometry, computed with the ωB97M-V functional and the def2-TZVPD basis.

Computed properties:
Highest occupied orbital energy (alpha / beta) = -6.370 / -6.612 eV
Charge = 0
Gap between HOMO and LUMO (alpha / beta) = 6.35 / 6.85 eV
DFT total energy = -9162.6873 eV
Structure (SMILES) = [H]/N=C\N(N)C=C=N

XYZ file:
```
13
C3H6N4, DFT the ωB97M-V functional and the def2-TZVPD basis
H -0.950 -1.200 1.424
N -0.709 -1.810 0.636
C -0.027 -1.146 -0.232
N 0.711 0.090 -0.018
N 2.101 0.138 0.056
C -0.049 1.223 -0.096
C -1.323 0.943 -0.371
N -2.515 1.030 -0.300
H 0.336 -1.647 -1.141
H 2.525 -0.788 0.088
H 2.422 0.890 0.664
H 0.440 2.169 -0.301
H -2.962 0.111 -0.408
```



Entry 8:
One molecule with the formula C3H6N4O in a non-equilibrium geometry, computed with the ωB97M-V functional and the def2-TZVPD basis.

Computed properties:
Highest occupied orbital energy = -8.554 eV
Charge = 0
Gap between HOMO and LUMO = 8.80 eV
DFT total energy = -11211.8787 eV
Structure (SMILES) = [H]/N=C\N/C=N\NC=O

XYZ file:
```
14
C3H6N4O, DFT the ωB97M-V functional and the def2-TZVPD basis
H -2.818 1.596 -0.408
N -3.007 0.633 -0.252
C -2.123 -0.276 0.165
N -0.681 -0.274 0.408
C -0.049 -1.407 0.033
N 1.285 -1.544 -0.221
N 1.934 -0.312 -0.172
C 1.837 1.162 0.187
O 0.742 1.742 -0.149
H -2.791 -1.135 0.167
H -0.245 0.546 0.357
H -0.580 -2.401 -0.012
H 2.849 -0.489 -0.191
H 2.932 1.542 0.628
```



Entry 9:
One molecule with the formula C3H6N4O in a non-equilibrium geometry, computed with the ωB97M-V functional and the def2-TZVPD basis.

Computed properties:
Highest occupied orbital energy = -9.295 eV
Charge = 0
Gap between HOMO and LUMO = 9.75 eV
DFT total energy = -11213.6818 eV
Structure (SMILES) = [H]/N=C\NC(=O)N/C=N/[H]

XYZ file:
```
14
C3H6N4O, DFT the ωB97M-V functional and the def2-TZVPD basis
H 2.870 -1.507 0.640
N 2.979 -0.567 0.233
C 2.208 0.312 -0.246
N 0.732 0.215 0.016
C -0.298 1.217 -0.036
O 0.012 2.455 -0.251
N -1.557 0.769 0.427
C -1.831 -0.560 -0.080
N -1.027 -1.470 -0.361
H -1.679 -2.322 -0.564
H 2.525 1.459 -0.815
H 0.378 -0.627 0.347
H -2.304 1.329 0.681
H -3.008 -0.704 0.010
```



Entry 10:
A 2-piece molecular cluster, C3H6N4O overall in a non-equilibrium geometry, computed with the ωB97M-V functional and the def2-TZVPD basis.

Computed properties:
Highest occupied orbital energy = -9.245 eV
Charge = 0
Gap between HOMO and LUMO = 10.03 eV
DFT total energy = -11213.9382 eV
Structure (SMILES) = c1nn[nH]n1.C=CO

XYZ file:
```
14
C3H6N4O, DFT the ωB97M-V functional and the def2-TZVPD basis
C 2.805 0.992 0.131
N 3.970 0.322 0.133
N 3.682 -0.912 -0.061
N 2.377 -0.988 -0.179
N 1.783 0.181 -0.066
H 2.716 2.047 0.271
H 1.861 -1.843 -0.319
C -1.646 0.453 -0.043
C -0.986 -0.615 -0.449
O -0.525 -1.622 0.339
H -1.966 1.199 -0.745
H -1.874 0.623 0.995
H -0.750 -0.798 -1.487
H -0.749 -1.423 1.258
```